No. 1
Here is a cluster of 2 separate species, C6H10O in total at a distorted geometry from the Open Molecules 2025 dataset. Energies are from the ωB97M-V functional and the def2-TZVPD basis.

XYZ file:
```
17
Properties=species:S:1:pos:R:3:forces:R:3
C 0.0629 0.2190 1.0549 -0.043 0.289 -0.201
C 2.5827 -1.0225 -0.9181 -0.154 0.018 -0.474
O 1.4907 -0.7968 -1.3698 0.571 -0.360 0.067
C -0.0965 1.3451 -0.1146 -0.004 -0.077 0.448
C -1.5293 1.1002 -0.5290 -0.092 -0.151 0.240
C -1.9870 -0.0703 -0.0995 -0.227 0.080 -0.106
C -0.9900 -0.8541 0.7044 0.008 0.095 -0.081
H -0.2335 0.6942 2.0038 -0.130 0.122 -0.417
H 1.0080 -0.2857 1.3362 -0.021 0.690 -0.830
H 3.3005 -0.2137 -0.6905 -0.092 0.049 0.087
H 2.9574 -2.0522 -0.7583 -0.152 0.049 0.087
H 0.0460 2.3644 0.2684 -0.109 -0.249 0.294
H 0.4911 1.3603 -1.0588 0.205 -0.745 0.901
H -2.1027 1.7927 -1.1478 0.231 -0.169 0.159
H -2.9762 -0.4493 -0.3006 -0.156 -0.050 -0.132
H -0.5499 -1.6538 0.0895 -0.085 0.151 0.088
H -1.4530 -1.3435 1.5761 0.250 0.258 -0.130
```
Positions in Å, forces in eV/Å.

Values from the calculation:
* net charge: 0
* LUMO energy: 0.7 eV
* HOMO-LUMO gap: 0.3477 hartree
* DFT total energy: -309.78647 Ha


No. 2
Here is a cluster of 2 separate species, C6H10O in total from the Open Molecules 2025 dataset. Energies are from the ωB97M-V functional and the def2-TZVPD basis.

XYZ file:
```
17
Properties=species:S:1:pos:R:3:forces:R:3
C -0.6105 -1.6170 -1.3912 0.021 -0.063 -0.031
C -0.4278 -0.5482 -0.3567 0.114 -0.003 0.145
C -1.1074 0.7594 -0.3657 -0.003 0.079 0.093
C -0.7408 1.4935 0.6976 -0.081 -0.045 -0.090
C 0.2331 0.7004 1.5254 0.024 -0.042 -0.023
C 0.3533 -0.5733 0.7429 -0.206 0.277 -0.130
O 1.1810 -1.5414 1.2087 -0.012 -0.202 -0.150
H -1.6072 -2.0719 -1.3354 0.128 0.080 0.000
H 0.1206 -2.4285 -1.2827 -0.104 0.124 -0.015
H -0.4915 -1.2157 -2.4043 -0.006 -0.044 0.150
H -1.8058 1.0634 -1.1414 0.115 -0.030 0.129
H -1.0752 2.4935 0.9472 0.039 -0.161 -0.045
H 1.5124 1.9970 -0.7837 0.079 0.002 -0.012
H 1.2066 1.1968 1.6329 -0.126 -0.062 -0.027
H -0.1414 0.5041 2.5385 0.038 0.025 -0.114
H 2.2515 2.0810 -0.8339 -0.060 -0.013 -0.004
H 1.1489 -2.2931 0.6018 0.041 0.078 0.124
```
Positions in Å, forces in eV/Å.

Values from the calculation:
* net charge: 0
* LUMO energy: 0.8 eV
* HOMO-LUMO gap: 0.3145 hartree
* DFT total energy: -309.79469 Ha


No. 3
Here is an isolated molecule of C6H10O at a distorted geometry from the Open Molecules 2025 dataset. Energies are from the ωB97M-V functional and the def2-TZVPD basis.

XYZ file:
```
17
Properties=species:S:1:pos:R:3:forces:R:3
C 2.0075 -0.2575 -1.0620 0.126 0.155 -0.021
C 0.9170 0.0876 -0.0806 0.841 0.506 -0.082
C 0.1739 1.4323 -0.0908 -0.085 0.101 0.197
C -1.0901 0.5379 -0.0979 -0.238 -0.040 -0.210
O -0.2408 -0.5477 -0.5709 -0.444 -0.166 -1.105
C -1.6250 -1.3816 1.0469 -0.494 -0.101 0.422
C -1.5930 -0.0396 1.2203 -0.781 -0.357 -0.394
H 2.2262 -1.3285 -0.9736 0.034 0.201 -0.032
H 2.9284 0.3096 -0.9366 0.043 0.020 0.088
H 1.5894 -0.0811 -2.0560 0.268 0.022 -0.015
H 1.1889 -0.1797 0.9626 -0.295 -0.226 -0.372
H 0.3030 2.1162 0.7451 0.109 0.061 -0.011
H 0.3211 1.9264 -1.0594 -0.229 0.050 0.291
H -1.8766 0.7843 -0.8173 0.111 -0.001 -0.065
H -1.2351 -2.1628 1.6869 -1.341 -0.038 0.929
H -1.9117 -1.7113 0.0502 1.088 -0.297 0.000
H -2.0828 0.4954 2.0333 1.285 0.113 0.381
```
Positions in Å, forces in eV/Å.

Values from the calculation:
* net charge: 0
* LUMO energy: 1.0 eV
* HOMO-LUMO gap: 0.3400 hartree
* DFT total energy: -309.71638 Ha


No. 4
Here is a cluster of 2 separate species, C6H10O in total from the Open Molecules 2025 dataset. Energies are from the ωB97M-V functional and the def2-TZVPD basis.

XYZ file:
```
17
Properties=species:S:1:pos:R:3:forces:R:3
C 1.6307 -1.2046 0.8298 0.047 0.028 -0.004
C 0.1676 -1.1147 1.1566 -0.096 0.112 0.161
C -0.4200 -0.0681 1.7289 0.075 -0.156 -0.032
C -0.5063 1.0119 -1.3143 0.092 -0.113 -0.211
C -1.8889 1.1713 -0.9695 -0.255 -0.166 -0.091
O -0.8194 2.0710 -0.5360 0.190 0.111 -0.001
C 0.5386 0.4555 -1.8927 -0.106 0.092 0.056
H 2.0946 -0.2137 0.7992 -0.079 -0.136 0.050
H 2.1497 -1.8005 1.5909 -0.052 0.049 -0.120
H 1.8012 -1.6922 -0.1363 -0.061 0.092 0.138
H -0.4316 -1.9953 0.9216 0.064 0.103 0.092
H -1.4779 -0.0754 1.9811 0.162 -0.034 -0.030
H 0.1272 0.8453 1.9519 -0.042 -0.153 -0.013
H -2.5791 1.6038 -1.6904 0.096 -0.010 0.104
H -2.3269 0.5805 -0.1678 0.111 0.067 -0.151
H 1.5330 0.8712 -1.7738 -0.140 -0.021 -0.015
H 0.4076 -0.4459 -2.4791 -0.006 0.136 0.067
```
Positions in Å, forces in eV/Å.

Values from the calculation:
* net charge: 0
* LUMO energy: 1.1 eV
* HOMO-LUMO gap: 0.3755 hartree
* DFT total energy: -309.74281 Ha


Energy above the lowest of the compared OMol25 structures with the same formula, charge and spin? In order: 35.1 29.9 79.1 62.5 kcal/mol.